The following is a DFT calculation (ωB97M-V/def2-TZVPD) of 10 unconnected molecules or ions with the total composition C40H110N10O10 in a non-equilibrium geometry.

```
! RIJCOSX wB97M-V def2-TZVPD def2/J DEFGRID3
* xyz 0 1
C 4.2274 0.7389 8.6129
C 4.9045 -0.4426 7.9467
C 4.1761 -0.6837 6.6348
O 4.5284 -1.9016 6.0021
C 3.7842 -2.2043 4.8473
N 6.3146 -0.0482 7.8829
H 4.2009 1.6711 8.0358
H 4.7738 0.9273 9.5361
H 3.1492 0.6567 8.7815
H 4.7879 -1.2954 8.6173
H 4.3787 0.1332 5.9292
H 3.0958 -0.6405 6.8119
H 2.9112 -2.7756 5.1835
H 4.2802 -2.8127 4.0912
H 3.4887 -1.2727 4.3520
H 6.4016 0.7914 7.3167
H 6.7792 -0.8007 7.3765
C 5.4417 7.8447 19.2646
C 5.1371 6.4447 18.7407
C 6.3528 5.5348 19.0155
O 7.5064 5.9693 18.3114
C 7.6526 5.4080 17.0206
N 3.9958 5.9291 19.4502
H 5.8305 8.4811 18.4737
H 6.0483 7.7597 20.1695
H 4.5457 8.2643 19.7319
H 4.9965 6.3750 17.6503
H 6.0820 4.5161 18.7135
H 6.5995 5.5629 20.0766
H 8.4617 5.9696 16.5547
H 6.7613 5.3782 16.3902
H 8.0197 4.3847 17.1716
H 3.8092 4.9579 19.2208
H 3.1502 6.4389 19.2355
C 3.2611 4.0582 9.9732
C 3.2287 5.3539 9.1815
C 1.9368 5.6359 8.4394
O 1.4652 4.6315 7.5780
C 2.0858 4.5465 6.3066
N 3.3472 6.3878 10.2546
H 2.6343 4.0560 10.8595
H 4.3001 3.9047 10.2954
H 3.1804 3.1752 9.3344
H 4.1116 5.5442 8.5619
H 2.0612 6.5165 7.7877
H 1.1760 5.9383 9.1613
H 1.7503 3.6570 5.7908
H 3.1687 4.6430 6.4439
H 1.8636 5.4645 5.7465
H 3.2764 7.2703 9.7508
H 4.2497 6.3316 10.7077
C 7.1303 -2.4646 19.1608
C 6.8087 -2.3718 20.6424
C 6.5479 -3.7580 21.2067
O 5.2711 -4.2392 20.8285
C 5.0599 -5.5742 21.2242
N 7.9297 -1.8143 21.4134
H 7.3345 -1.4877 18.7187
H 6.3431 -2.9590 18.5912
H 7.9915 -3.1257 19.0222
H 5.8834 -1.8116 20.8022
H 6.5974 -3.7216 22.3066
H 7.3538 -4.4949 21.0628
H 4.9968 -5.6964 22.3082
H 5.9007 -6.2051 20.9023
H 4.2113 -5.9613 20.6649
H 8.5859 -2.5889 21.4785
H 8.3534 -1.0986 20.8321
C 7.3554 1.4734 16.9093
C 6.5146 2.2006 15.8227
C 6.2572 1.3289 14.5952
O 5.6936 2.1924 13.5960
C 6.1508 2.0044 12.2970
N 5.2399 2.7258 16.3453
H 6.8313 0.5514 17.1680
H 7.5174 2.1336 17.7543
H 8.2585 1.1908 16.3670
H 7.0791 3.0394 15.3961
H 5.4447 0.6312 14.8298
H 7.1452 0.8050 14.2372
H 7.2267 1.8100 12.2297
H 6.0651 2.8855 11.6474
H 5.5923 1.2880 11.6806
H 4.6972 2.9221 15.5031
H 4.8392 1.8077 16.5901
C 0.0547 3.4587 15.5995
C 1.2823 2.6086 15.9130
C 1.8585 1.8596 14.6989
O 0.8745 0.9315 14.2533
C 1.2017 0.4523 12.9547
N 2.3628 3.3148 16.5766
H 0.3169 4.2029 14.8402
H -0.3348 3.9538 16.4915
H -0.8290 2.9532 15.2084
H 0.9387 1.8703 16.6476
H 2.7892 1.3883 15.0265
H 2.1256 2.6107 13.9477
H 1.9083 -0.3858 13.0011
H 1.6549 1.2157 12.3192
H 0.2691 0.0647 12.5439
H 2.6939 4.1462 16.0745
H 3.1353 2.7454 16.8728
C 3.6100 -0.0336 19.2543
C 3.9551 -0.8259 17.9971
C 3.5412 -2.3256 18.1919
O 3.3825 -2.9577 16.9522
C 4.5629 -3.3118 16.2226
N 3.3736 -0.2641 16.7811
H 2.5287 -0.1873 19.3778
H 3.6616 1.0562 19.2303
H 4.0644 -0.3944 20.1764
H 5.0455 -0.8215 17.8944
H 2.6141 -2.4798 18.7486
H 4.3126 -2.8116 18.8018
H 4.3335 -3.0436 15.1941
H 4.7918 -4.3769 16.3014
H 5.4240 -2.8049 16.6617
H 2.3898 -0.0239 16.7750
H 3.5026 -1.0657 16.1700
C 2.4685 8.9439 16.4969
C 2.1002 7.5029 16.0702
C 3.1593 6.9740 15.1169
O 3.1519 5.5467 14.9881
C 3.7083 5.1715 13.7391
N 2.0178 6.6885 17.2950
H 3.2867 8.8979 17.2141
H 1.6068 9.4477 16.9325
H 2.8065 9.5403 15.6453
H 1.1205 7.4572 15.5814
H 4.1598 7.1941 15.5148
H 2.9858 7.4181 14.1323
H 3.1594 5.6006 12.8952
H 3.7613 4.0854 13.7488
H 4.7418 5.4987 13.5587
H 1.0755 6.7182 17.6658
H 2.1804 5.7218 17.0673
C 6.9600 6.2955 8.8569
C 7.9641 5.1489 8.6929
C 8.7931 4.9131 9.9097
O 7.9877 4.9228 11.0520
C 8.6837 4.7133 12.2580
N 7.2318 3.9099 8.2764
H 6.2809 6.1614 9.7040
H 6.4023 6.3965 7.9278
H 7.3809 7.2340 9.2296
H 8.5544 5.3200 7.7870
H 9.5775 5.6830 9.9366
H 9.2353 3.9057 9.8486
H 8.9145 3.6471 12.3869
H 7.9851 4.9178 13.0680
H 9.6231 5.2648 12.3247
H 6.5139 4.1085 7.5880
H 7.9190 3.3606 7.7673
C 9.6511 -0.4524 10.6111
C 9.5886 0.7678 9.6355
C 10.9443 1.4419 9.5779
O 11.4424 1.7939 10.8458
C 12.7112 2.4290 10.7470
N 9.1949 0.3551 8.2849
H 9.0145 -1.2850 10.3200
H 9.4757 -0.1176 11.6336
H 10.6836 -0.8158 10.6105
H 8.9171 1.4877 10.1097
H 10.9603 2.2627 8.8446
H 11.6374 0.7851 9.0227
H 13.4560 1.7131 10.3806
H 12.9274 2.7696 11.7544
H 12.6608 3.2046 9.9762
H 9.5751 -0.5753 8.1311
H 8.1873 0.1856 8.3625
*
```

Calculated values
Energy = -78632.558 eV
Energy above the lowest of the compared OMol25 structures with the same formula, charge and spin = 3.209 eV
HOMO = -8.11 eV
SMILES string = COC[C@H](C)N.COC[C@H](C)N.COC[C@H](C)N.COC[C@H](C)N.COC[C@H](C)N.COC[C@H](C)N.COC[C@H](C)N.COC[C@H](C)N.COC[C@H](C)N.COC[C@H](C)N